The following is a quantum chemistry calculation of C25H19Cl3CoGeN3O5 as an isolated structure in a non-equilibrium geometry, from OMol25.

Last column: natural (NBO) charge in e.
Geometry (Å):
Co: -1.717 -10.977 -13.253  1.54
O: -1.431 -7.179 -4.838  -0.49
C: -1.566 -7.459 -5.948  1.03
O: -1.673 -7.900 -7.037  -0.54
C: -1.861 -10.492 -8.746  0.21
C: -0.987 -11.465 -9.068  -0.31
C: -0.819 -11.413 -10.482  0.10
N: -1.786 -10.680 -11.217  -0.72
C: -2.789 -9.847 -10.778  0.29
C: -2.819 -9.738 -9.410  -0.42
C: -3.514 -9.225 -11.991  0.15
C: -4.596 -8.524 -11.525  -0.19
C: -5.444 -7.946 -12.462  -0.13
C: -5.164 -8.383 -13.731  -0.25
C: -4.078 -9.131 -14.192  0.07
N: -3.219 -9.486 -13.257  -0.54
C: 0.213 -12.082 -11.116  0.17
C: 1.295 -12.961 -10.469  -0.20
C: 2.331 -13.558 -11.214  -0.21
C: 2.301 -13.108 -12.608  -0.26
C: 1.506 -12.188 -13.140  -0.01
N: 0.285 -11.827 -12.490  -0.67
H: -0.450 -12.239 -8.397  0.25
H: -3.450 -9.027 -8.853  0.24
H: -5.008 -8.593 -10.509  0.24
H: -6.158 -7.190 -12.138  0.24
H: -5.607 -7.749 -14.457  0.22
H: -3.878 -9.200 -15.207  0.21
H: 1.214 -13.106 -9.432  0.21
H: 2.998 -14.389 -10.999  0.24
H: 3.083 -13.615 -13.336  0.21
H: 1.570 -12.010 -14.227  0.18
C: 1.393 -15.637 -17.228  -0.26
O: 0.441 -16.357 -16.422  -0.48
C: -0.518 -15.622 -15.819  0.39
C: -1.822 -16.193 -15.769  -0.26
C: -2.848 -15.405 -15.253  -0.11
C: -2.681 -14.044 -14.830  -0.31
C: -3.722 -13.297 -14.224  0.62
C: -5.140 -13.814 -13.995  -0.69
O: -3.557 -12.232 -13.623  -0.67
C: -1.451 -13.478 -15.053  0.47
O: -1.258 -12.042 -15.067  -0.97
C: -0.375 -14.274 -15.475  -0.39
H: 1.910 -16.417 -17.758  0.22
H: 2.117 -15.082 -16.601  0.18
H: 0.866 -14.927 -17.941  0.19
H: -2.098 -17.187 -16.158  0.25
H: -3.822 -15.828 -15.226  0.23
H: -5.335 -13.586 -12.934  0.26
H: -5.271 -14.858 -14.183  0.22
H: -5.682 -13.226 -14.729  0.25
H: 0.619 -13.794 -15.457  0.25
Cl: 0.337 -12.231 -18.036  -0.31
Ge: -0.929 -11.197 -16.685  1.64
Cl: -0.364 -9.411 -15.824  -0.29
Cl: -2.805 -11.523 -17.520  -0.33

Atomic forces in eV per Å
Co 0.841 -0.871 1.070
O -0.086 0.605 0.035
C 0.064 -1.777 -1.398
O 0.018 1.220 1.395
C -0.539 -1.042 2.014
C 0.009 0.003 0.275
C -1.963 0.325 0.852
N 1.179 -0.834 -1.870
C 3.191 -1.871 -1.629
C -0.971 1.774 0.231
C -0.504 -0.843 4.245
C -2.311 0.244 -0.160
C 1.461 -0.915 0.837
C -0.477 2.272 -2.192
C -1.259 1.755 3.472
N 1.696 -1.353 0.077
C 3.094 -1.220 -2.193
C -0.087 0.445 -2.261
C -3.331 1.976 -1.328
C 4.079 -2.641 -0.474
C -3.968 -0.187 0.018
N 1.504 0.249 -0.408
H -0.940 1.845 -1.057
H 0.327 -0.482 -0.359
H 1.222 0.363 -0.073
H -0.220 -0.422 -0.616
H -0.998 -0.272 -1.176
H 0.449 -0.608 -1.644
H -0.112 -0.356 1.151
H -0.154 0.536 0.736
H -1.439 1.318 1.605
H -0.119 0.369 0.709
C -0.342 0.799 0.054
O -0.196 0.599 0.314
C -1.155 -0.127 -0.932
C -0.501 0.757 0.524
C 1.226 0.427 0.065
C 0.159 -1.286 -1.134
C -2.039 -0.012 2.221
C 1.291 0.261 -0.217
O 1.224 0.849 -0.400
C 1.691 0.751 -1.090
O 0.451 -1.618 -0.202
C 0.801 0.810 0.546
H 0.239 -0.089 -0.333
H -0.359 -0.212 -0.296
H 0.597 -0.958 0.874
H 0.668 0.576 0.275
H -0.649 -0.253 0.151
H -0.403 0.074 -0.732
H -0.203 -0.554 -0.165
H -0.817 0.048 0.298
H -0.657 -0.387 -0.358
Cl 0.199 0.584 0.396
Ge -0.251 -1.975 0.756
Cl 0.218 0.858 -0.021
Cl -0.850 0.474 -0.476

Calculated values
LUMO energy (alpha / beta) = -0.1302 / -0.1303 hartree
total energy = -172643.77359 eV
energy above the lowest of the compared OMol25 structures with the same formula, charge and spin = 109.60 kcal per mole
2S+1 = 6
orbital gap (alpha / beta) = 4.337 / 7.042 eV
largest force on an atom = 4.9 eV Å⁻¹
total charge = +1